A molecular structure, C37H40BeOP2 in a non-equilibrium geometry, computed with ωB97M-V/def2-TZVPD.

XYZ file:
```
81
Properties=species:S:1:pos:R:3:forces:R:3:mulliken_charge:R:1
Be -2.05156 -3.77885 0.96715 -0.23 -2.58 -1.91 -0.28
C 1.00419 -3.97714 5.15354 1.00 -0.75 0.80 -0.65
C 1.80269 -2.91048 4.95885 -0.61 -0.06 0.54 -0.07
C 2.84358 -2.56790 3.94490 0.78 0.96 -1.70 -0.96
C 2.33816 -1.94672 2.57497 0.84 -0.04 0.82 -0.50
C 1.35677 -2.81325 1.86590 -0.62 -0.20 0.33 -0.92
C 0.99071 -4.10025 2.02873 -1.43 1.07 -0.77 0.41
C 1.51666 -5.19533 2.91623 0.25 -0.75 0.27 -1.07
C 0.99144 -5.29632 4.39398 0.69 0.23 -0.47 -0.34
C -2.50317 -3.52079 -0.73793 0.01 1.31 0.74 -0.37
H 0.68317 -4.12291 6.20503 -0.60 0.59 -0.77 0.34
H 1.77590 -2.14201 5.73604 -0.21 -0.35 0.05 0.36
H 3.53134 -3.39367 3.69950 -0.39 0.14 0.27 0.31
H 3.46737 -1.76079 4.37812 -0.15 -0.58 -0.05 0.41
H 1.94575 -0.91563 2.79773 -0.10 -1.03 -0.35 0.26
H 3.17725 -1.75516 1.85559 -0.28 -0.20 0.81 0.38
H 0.81648 -2.22951 1.13220 -0.30 -0.17 -0.35 0.81
H 0.06742 -4.36827 1.40530 1.94 0.10 0.76 -0.31
H 2.63341 -5.19887 2.94000 -0.88 0.13 -0.09 0.50
H 1.21272 -6.14208 2.44073 0.29 0.25 0.02 0.33
H 0.06878 -5.92633 4.46745 0.41 1.06 -0.08 0.29
H 1.74288 -5.89881 4.93708 -0.23 -0.03 -0.21 0.28
H -3.59879 -3.67076 -0.84543 0.42 0.19 0.23 0.28
H -2.07251 -3.89657 -1.68733 0.27 -0.28 0.99 0.35
H -2.32764 -2.42973 -0.80290 -0.44 0.07 -0.41 -0.17
P -0.95078 2.97718 -0.32934 -0.89 0.72 0.61 -0.02
P -0.27803 1.61179 -2.96319 -0.63 0.06 -1.73 0.08
C 0.76097 3.00863 -0.89845 0.56 -0.89 -1.03 -0.48
C 1.04605 2.47978 -2.11908 0.00 0.77 1.52 -0.84
C -1.15643 4.80585 0.04589 -0.35 0.27 0.11 0.45
C -0.09961 5.70639 0.25234 -0.23 0.31 0.17 0.03
C -0.32562 7.05243 0.57353 -0.75 -0.06 -0.13 -0.67
C -1.64124 7.53214 0.65818 -0.14 -0.44 -0.04 -0.41
C -2.72270 6.66484 0.41374 0.27 0.05 -0.03 -0.56
C -2.47590 5.32294 0.09649 0.29 -0.03 0.12 -0.44
C -0.77576 2.19658 1.34052 0.03 0.16 -0.46 0.74
C -0.85323 0.78441 1.37789 0.11 0.76 0.24 -0.66
C -0.67150 0.14209 2.59819 -0.30 -0.13 0.10 -0.31
C -0.60359 0.87375 3.79225 0.20 0.35 -0.59 -1.04
C -0.55273 2.27333 3.72603 -0.11 -0.35 -0.03 -0.42
C -0.59428 2.94818 2.50509 -0.02 -0.66 -0.05 -0.61
C -0.15628 2.57335 -4.58222 0.30 0.32 0.14 0.25
C -0.46595 3.95511 -4.53080 0.15 -0.36 -0.36 -0.22
C -0.34784 4.75190 -5.67244 0.06 -0.22 -0.30 -0.67
C 0.08603 4.18760 -6.88255 -0.05 -0.52 0.28 -0.42
C 0.42993 2.82739 -6.93416 -0.29 0.40 0.26 -0.65
C 0.31010 2.02973 -5.79030 -0.03 0.23 0.06 -0.31
C 0.48770 0.02466 -3.46268 -0.12 0.35 0.18 0.58
C -0.39242 -0.95076 -3.97366 0.71 0.15 0.20 -0.39
C 0.13140 -2.19108 -4.32734 -0.03 0.03 0.05 -0.58
C 1.49434 -2.47231 -4.17431 -0.43 0.24 -0.04 -0.55
C 2.33654 -1.48027 -3.68131 0.16 -0.14 0.14 -0.68
C 1.85336 -0.22939 -3.30256 -0.58 -0.47 -0.28 -0.10
H 1.50560 3.42154 -0.22140 0.21 0.15 -0.39 0.71
H 2.01122 2.59877 -2.60938 0.08 -0.06 0.31 0.73
H 0.92767 5.38211 0.16917 0.02 -0.10 0.06 0.24
H 0.50150 7.74141 0.75567 -0.16 -0.32 -0.10 0.39
H -1.83968 8.57550 0.91215 0.13 -0.31 -0.09 0.35
H -3.76197 7.04083 0.46356 0.76 -0.28 -0.05 0.34
H -3.32410 4.66317 -0.11365 0.34 0.15 0.11 0.35
H -1.08947 0.21669 0.46478 0.37 0.30 0.39 0.39
H -0.60555 -0.94606 2.61150 -0.22 0.17 0.18 0.61
H -0.59087 0.35171 4.74928 0.14 0.19 -0.24 0.43
H -0.48689 2.84874 4.63295 0.04 0.08 0.27 0.40
H -0.50617 4.03880 2.44632 -0.10 -0.48 0.12 0.32
H -0.77835 4.42098 -3.59353 0.01 -0.21 -0.19 0.34
H -0.59965 5.81845 -5.64437 0.09 -0.46 0.10 0.37
H 0.13714 4.78605 -7.78996 0.06 -0.03 0.24 0.35
H 0.78084 2.38040 -7.86689 -0.10 0.17 0.28 0.37
H 0.61380 0.98234 -5.85037 -0.18 0.28 0.09 0.28
H -1.46548 -0.72893 -4.06754 0.56 -0.15 0.04 0.36
H -0.54170 -2.94846 -4.70322 0.02 -0.12 -0.04 0.43
H 1.87399 -3.46773 -4.42514 -0.08 0.46 0.07 0.38
H 3.38581 -1.69997 -3.56688 0.20 -0.02 0.04 0.40
H 2.50667 0.53110 -2.87083 -0.12 -0.36 -0.24 0.33
C -2.56904 -5.88972 3.00287 0.12 -1.53 0.68 -1.27
C -1.89265 -5.49692 1.69695 1.09 1.66 -1.04 1.31
O -1.15672 -6.11692 0.90183 -2.07 0.31 2.41 -0.60
H -3.67663 -5.81220 2.85186 0.87 0.23 0.11 0.35
H -2.25663 -5.17826 3.84159 -0.41 -0.81 -1.31 0.25
H -2.38825 -6.96151 3.34151 0.00 1.16 -0.39 0.29
```
Positions in Å, forces in eV/Å.

Computed properties:
Calculated total energy, eV: -60039.2793
LUMO, eV: -0.231
Gap between HOMO and LUMO, eV: 7.3
2S+1: 1
ΔE to the lowest compared entry with this formula, charge and spin, kJ/mol: 77.5
M, g/mol: 571.7